No. 1
The following is a DFT calculation (wB97M-V/def2-TZVPD) of a structure of composition C36H34BiN11S3.

Each line ends with the Mulliken charge.
CARTESIAN COORDINATES (ANGSTROEM)
Bi (0.028, -0.471, 0.464)  1.060
C (-1.878, -3.237, 1.189)  -1.170
N (-2.045, -1.786, 1.362)  1.495
C (-2.206, -1.435, 2.774)  -1.096
C (-3.169, -1.307, 0.559)  0.202
C (-4.445, -1.770, 0.858)  -0.521
C (-5.551, -1.410, 0.111)  -1.028
C (-5.365, -0.559, -0.970)  -0.904
C (-4.109, -0.089, -1.282)  -0.570
C (-2.958, -0.443, -0.536)  -0.254
N (-1.709, -0.020, -0.933)  1.101
C (-1.611, 1.055, -1.860)  0.175
C (-2.053, 2.319, -1.480)  -0.464
C (-1.805, 3.444, -2.250)  -0.720
C (-1.115, 3.300, -3.443)  -1.217
C (-0.752, 2.040, -3.887)  0.265
C (-1.007, 0.890, -3.131)  -1.172
N (-0.670, -0.377, -3.595)  1.047
C (-1.662, -1.435, -3.618)  -0.961
C (0.297, -0.523, -4.658)  -1.454
H (-2.711, -3.794, 1.630)  0.329
H (-0.949, -3.565, 1.659)  0.226
H (-1.827, -3.468, 0.129)  0.396
H (-3.127, -1.846, 3.197)  0.368
H (-2.224, -0.349, 2.879)  0.174
H (-1.368, -1.827, 3.344)  0.448
H (-4.579, -2.428, 1.708)  0.309
H (-6.529, -1.796, 0.362)  0.397
H (-6.215, -0.269, -1.577)  0.423
H (-3.974, 0.561, -2.136)  0.410
H (-2.591, 2.412, -0.544)  0.759
H (-2.125, 4.423, -1.916)  0.448
H (-0.895, 4.164, -4.059)  0.425
H (-0.289, 1.945, -4.861)  0.457
H (-2.131, -1.503, -4.610)  0.358
H (-2.440, -1.268, -2.882)  0.088
H (-1.181, -2.392, -3.408)  0.336
H (-0.165, -0.542, -5.656)  0.301
H (0.821, -1.473, -4.517)  0.207
H (1.027, 0.282, -4.625)  0.677
N (0.626, 4.538, 0.201)  0.094
C (0.176, 5.063, 1.424)  -0.449
C (0.510, 6.356, 1.795)  -0.778
C (0.064, 6.882, 3.001)  -0.643
C (-0.709, 6.115, 3.852)  -0.699
C (-1.031, 4.810, 3.499)  -0.703
C (-0.594, 4.294, 2.292)  1.287
S (-0.970, 2.609, 1.868)  0.011
N (0.117, 2.293, 0.632)  0.032
C (0.715, 3.193, -0.047)  0.740
C (1.579, 2.735, -1.161)  -0.441
C (2.639, 3.494, -1.649)  -0.844
C (3.432, 2.961, -2.652)  -0.996
C (3.143, 1.695, -3.132)  -1.395
C (2.059, 1.022, -2.591)  -1.014
N (1.293, 1.527, -1.637)  1.101
H (1.140, 5.165, -0.390)  0.259
H (1.124, 6.959, 1.135)  0.391
H (0.331, 7.895, 3.270)  0.384
H (-1.054, 6.519, 4.794)  0.393
H (-1.635, 4.190, 4.150)  0.450
H (2.879, 4.469, -1.246)  0.485
H (4.269, 3.526, -3.040)  0.431
H (3.755, 1.234, -3.894)  0.519
H (1.806, 0.021, -2.923)  1.209
S (0.534, -2.421, -1.028)  -0.367
C (2.272, -2.670, -0.868)  0.576
C (2.745, -3.844, -1.514)  -0.329
N (3.122, -4.805, -2.025)  -0.529
C (3.154, -1.846, -0.234)  0.773
S (2.788, -0.419, 0.667)  -0.382
C (4.550, -2.144, -0.309)  -0.432
N (5.685, -2.328, -0.359)  -0.497
N (0.846, 0.671, 6.182)  -0.377
C (1.093, -0.337, 5.306)  0.476
C (0.831, -0.210, 3.931)  0.076
N (1.030, -1.214, 3.101)  0.336
C (1.552, -2.341, 3.587)  -0.580
C (1.835, -2.454, 4.936)  -0.430
N (1.588, -1.472, 5.798)  -0.670
H (0.454, 1.541, 5.879)  0.165
H (1.008, 0.501, 7.158)  0.239
H (0.427, 0.709, 3.514)  -0.089
H (1.734, -3.139, 2.878)  0.472
H (2.268, -3.355, 5.353)  0.388

Output
- Energy above the lowest of the compared OMol25 structures with the same formula, charge and spin: 30.8 kcal/mol
- E: -3403.71900 hartree
- Frontier orbital gap: 0.2455 hartree
- Max |F|: 0.64 eV/Å



No. 2
The following is a DFT calculation (wB97M-V/def2-TZVPD) of a structure of composition C36H34Cl2CuN4O5S.

Each line ends with the Löwdin spin population.
CARTESIAN COORDINATES (ANGSTROEM)
Cu (0.125, -0.521, -0.401)  0.124
Cl (-3.870, -2.740, 0.620)  0.000
C (-2.813, -2.233, 1.913)  0.001
C (-2.970, -2.833, 3.162)  0.000
C (-2.149, -2.501, 4.201)  0.002
Cl (-2.360, -3.305, 5.750)  0.000
C (-1.134, -1.533, 4.035)  0.000
C (-0.234, -1.146, 5.052)  0.002
C (0.702, -0.186, 4.798)  0.000
C (0.727, 0.414, 3.525)  0.003
N (-0.082, 0.068, 2.560)  0.001
C (-0.992, -0.905, 2.769)  0.000
C (-1.827, -1.271, 1.622)  0.000
O (-1.676, -0.778, 0.466)  0.002
H (-3.742, -3.579, 3.297)  0.000
H (-0.294, -1.624, 6.020)  0.000
H (1.407, 0.123, 5.559)  0.000
H (1.432, 1.209, 3.301)  0.000
C (-1.014, 3.235, -5.277)  0.000
N (-1.617, 2.098, -4.568)  0.000
N (-0.718, 1.143, -4.094)  0.001
C (-1.154, 0.637, -2.871)  0.001
O (-0.614, -0.335, -2.343)  0.000
C (-2.299, 1.438, -2.523)  0.000
C (-2.504, 2.311, -3.539)  0.000
C (-3.505, 3.405, -3.666)  0.000
C (0.097, 0.424, -4.989)  0.000
C (-0.259, 0.291, -6.326)  0.000
C (0.558, -0.431, -7.184)  0.000
C (1.712, -1.037, -6.709)  0.000
C (2.052, -0.906, -5.368)  0.000
C (1.259, -0.169, -4.503)  0.002
H (-0.291, 2.863, -5.997)  0.000
H (-0.512, 3.919, -4.601)  0.000
H (-1.796, 3.766, -5.815)  0.000
H (-2.873, 1.300, -1.622)  0.000
H (-4.217, 3.345, -2.845)  0.000
H (-4.046, 3.321, -4.610)  0.000
H (-3.020, 4.382, -3.637)  0.000
H (-1.169, 0.753, -6.683)  0.000
H (0.284, -0.523, -8.227)  0.000
H (2.343, -1.607, -7.379)  0.000
H (2.951, -1.373, -4.987)  0.000
H (1.516, -0.062, -3.458)  0.004
C (2.079, -2.857, -1.759)  0.023
C (2.459, -2.370, -0.356)  0.083
C (3.981, -2.509, -0.211)  0.009
C (1.960, -0.944, -0.152)  0.601
C (1.759, -3.197, 0.730)  0.025
C (0.731, -4.097, 0.461)  0.017
C (0.052, -4.751, 1.485)  0.002
C (0.401, -4.541, 2.808)  0.013
C (1.433, -3.651, 3.095)  0.002
C (2.088, -2.988, 2.074)  0.019
H (2.658, -2.293, -2.494)  0.003
H (1.025, -2.669, -1.966)  0.000
H (2.293, -3.924, -1.898)  0.003
H (4.472, -1.905, -0.978)  0.003
H (4.306, -3.549, -0.326)  0.000
H (4.323, -2.153, 0.762)  0.000
H (2.729, -0.331, 0.337)  0.048
H (0.417, -4.268, -0.559)  0.001
H (-0.769, -5.415, 1.242)  0.000
H (-0.137, -5.034, 3.608)  0.001
H (1.704, -3.450, 4.125)  0.000
H (2.846, -2.253, 2.320)  0.002
N (-0.973, 2.686, 0.931)  0.000
C (-0.853, 3.587, -0.121)  0.000
C (-1.801, 4.605, -0.264)  0.000
C (-1.692, 5.543, -1.276)  0.000
C (-0.633, 5.494, -2.173)  0.000
C (0.317, 4.488, -2.034)  0.000
C (0.214, 3.543, -1.022)  0.000
S (-0.536, 6.702, -3.492)  0.000
O (0.148, 7.854, -2.920)  0.000
O (0.207, 6.033, -4.553)  0.000
O (-1.936, 6.960, -3.830)  0.000
H (-1.930, 2.471, 1.168)  0.000
H (-0.408, 1.844, 0.923)  -0.001
H (-2.627, 4.649, 0.438)  0.000
H (-2.438, 6.318, -1.400)  0.000
H (1.120, 4.436, -2.758)  0.000
H (0.934, 2.735, -0.941)  0.000

Output
- Energy above the lowest of the compared OMol25 structures with the same formula, charge and spin: 0.0 kcal/mol
- E: -4946.58011 hartree
- Expectation value of S²: 0.7563
- Frontier orbital gap (alpha / beta): 0.1833 / 0.2210 hartree
- Total charge: -2
- Spin multiplicity: 2
- Max |F|: 0.61 eV/Å



No. 3
The following is a DFT calculation (wB97M-V/def2-TZVPD) of a structure of composition C36H34IN2O2PSSn.

Each line ends with the Mulliken charge.
CARTESIAN COORDINATES (ANGSTROEM)
Sn (-0.403, 1.912, 1.263)  0.733
C (-2.491, -0.942, 0.883)  -0.582
C (-1.890, -0.929, 2.259)  0.527
C (-2.442, -1.757, 3.268)  -1.096
C (-1.873, -1.773, 4.501)  -0.954
C (-0.724, -0.988, 4.763)  0.996
C (-0.093, -0.971, 6.028)  -0.921
C (1.010, -0.191, 6.216)  -0.733
C (1.524, 0.588, 5.161)  -0.620
C (0.941, 0.603, 3.916)  0.824
S (1.670, 1.554, 2.619)  -0.543
C (-0.227, -0.194, 3.714)  -0.543
N (-0.845, -0.171, 2.490)  0.702
H (-3.565, -0.758, 0.931)  0.543
H (-2.354, -1.927, 0.429)  0.366
H (-2.030, -0.200, 0.231)  -0.528
H (-3.315, -2.354, 3.041)  0.533
H (-2.284, -2.386, 5.294)  0.428
H (-0.500, -1.577, 6.828)  0.406
H (1.499, -0.164, 7.180)  0.390
H (2.398, 1.205, 5.326)  0.501
C (-3.643, 2.180, -0.858)  -0.800
C (-2.688, 3.013, -1.720)  1.000
C (-3.420, 4.135, -2.458)  -1.899
C (-1.903, 2.177, -2.728)  -0.572
C (-2.740, 1.537, -3.843)  -0.709
O (-2.174, 0.221, -3.992)  -0.439
C (-1.326, 0.058, -2.932)  0.574
N (-1.168, 1.039, -2.149)  -0.041
C (-0.636, -1.259, -2.913)  -0.294
C (-1.063, -2.190, -3.863)  -0.964
C (-0.414, -3.399, -4.029)  -0.692
C (0.693, -3.687, -3.248)  -0.870
C (1.112, -2.775, -2.294)  0.025
C (0.462, -1.557, -2.090)  -0.341
P (1.141, -0.428, -0.768)  2.518
C (2.683, 0.144, -1.589)  0.081
C (3.575, 0.889, -0.811)  -0.640
C (4.738, 1.401, -1.360)  -0.634
C (5.019, 1.200, -2.707)  -0.628
C (4.131, 0.484, -3.492)  -0.613
C (2.968, -0.040, -2.938)  -0.625
C (1.792, -1.726, 0.379)  0.154
C (3.134, -1.976, 0.641)  -0.141
C (3.508, -2.976, 1.532)  -0.745
C (2.547, -3.734, 2.183)  -0.695
C (1.202, -3.486, 1.938)  -0.602
C (0.836, -2.498, 1.040)  -0.433
H (-4.571, 2.721, -0.668)  0.519
H (-3.196, 1.949, 0.110)  -0.174
H (-3.903, 1.230, -1.330)  0.240
H (-1.948, 3.484, -1.067)  0.155
H (-4.232, 3.745, -3.076)  0.369
H (-2.739, 4.692, -3.106)  0.421
H (-3.852, 4.839, -1.746)  0.474
H (-1.150, 2.839, -3.168)  0.681
H (-2.665, 2.052, -4.797)  0.281
H (-3.794, 1.427, -3.576)  0.343
H (-1.902, -1.939, -4.495)  0.525
H (-0.761, -4.102, -4.774)  0.395
H (1.237, -4.613, -3.382)  0.467
H (1.967, -3.020, -1.678)  0.505
H (3.351, 1.066, 0.237)  0.380
H (5.422, 1.964, -0.739)  0.452
H (5.923, 1.608, -3.141)  0.376
H (4.339, 0.328, -4.543)  0.406
H (2.282, -0.588, -3.571)  0.340
H (3.904, -1.396, 0.150)  0.395
H (4.559, -3.160, 1.716)  0.433
H (2.842, -4.518, 2.867)  0.376
H (0.440, -4.059, 2.450)  0.449
H (-0.213, -2.328, 0.835)  0.283
I (-0.818, 4.909, 2.214)  -0.124
C (-1.444, 2.958, 2.975)  -1.228
H (-2.527, 3.046, 3.028)  0.500
H (-1.017, 2.913, 3.975)  0.455
O (0.867, 3.529, -1.976)  -0.235
C (1.225, 3.094, -1.000)  0.137

Output
- Energy above the lowest of the compared OMol25 structures with the same formula, charge and spin: 0.0 kcal/mol
- E: -2903.79065 hartree
- Frontier orbital gap: 0.2669 hartree
- Max |F|: 0.62 eV/Å